104
Properties=species:S:1:pos:R:3:forces:R:3 method="wB97M-V/def2-TZVPD" total_charge=+2 e_above_lowest_kcal_mol=26.2 s2=0.87 spin_multiplicity=2 e_lumo_ev="-7.5 / -6.2"
Cr -0.477601 -0.029142 0.278865 -0.09 0.38 -1.78
O -3.674031 0.287244 5.775005 -0.20 -0.10 0.27
C -2.973394 0.183083 4.664989 0.47 0.04 -0.78
C -2.137101 1.180828 4.144663 -0.17 -0.03 0.00
C -1.493081 0.967487 2.947845 0.03 0.19 0.27
N -1.573377 -0.154246 2.205850 0.02 -0.03 -0.02
C -2.355985 -1.108195 2.739455 -0.17 -0.44 -0.19
Br -2.510178 -2.737155 1.792406 -0.05 0.30 0.24
C -3.059324 -1.000431 3.919438 -0.07 0.17 0.20
H -3.588325 1.141386 6.224959 0.10 -0.10 -0.17
H -2.012102 2.119655 4.666611 0.06 0.07 -0.03
H -0.860885 1.745601 2.542874 -0.09 -0.03 0.05
H -3.687630 -1.801418 4.276543 0.01 -0.11 -0.07
C 2.086982 -1.777684 1.818721 -0.09 -0.03 -0.18
C 2.749495 -0.405035 1.818692 -0.17 -0.17 -0.09
P 1.528526 0.965711 1.517916 1.11 -0.17 -0.11
C 2.263163 2.012804 0.218561 -0.03 0.00 -0.05
C 3.167906 1.552991 -0.730986 -0.04 0.03 0.22
C 3.692378 2.435117 -1.661443 0.15 0.15 0.06
C 3.284459 3.758716 -1.680947 0.01 -0.03 0.01
C 2.334194 4.207633 -0.776429 0.10 0.04 0.06
C 1.835938 3.341685 0.177845 0.09 -0.15 0.12
C 2.017549 2.000574 2.968037 -0.44 0.10 0.05
C 1.275851 2.232618 4.118190 -0.03 -0.07 -0.07
C 1.804680 2.971756 5.166324 0.07 0.03 0.06
C 3.097905 3.454144 5.096886 -0.09 0.01 0.00
C 3.855058 3.209791 3.961840 0.06 0.00 -0.04
C 3.318898 2.503424 2.905546 0.03 -0.03 -0.02
P 1.027204 -2.055002 0.318526 0.74 -0.48 0.40
C 2.227038 -2.126859 -1.061898 -0.22 0.17 -0.11
C 1.722747 -2.204662 -2.359263 -0.02 0.14 0.16
C 2.549568 -2.470173 -3.435287 -0.04 -0.12 0.01
C 3.911945 -2.609904 -3.243154 -0.09 0.00 -0.02
C 4.431401 -2.484776 -1.967148 0.14 -0.05 0.09
C 3.599887 -2.278176 -0.878654 -0.07 0.05 0.08
C 0.693130 -3.850389 0.529874 -0.24 0.23 -0.06
C 0.881062 -4.750535 -0.516461 -0.04 0.14 0.02
C 0.611474 -6.095589 -0.335937 -0.04 -0.10 0.02
C 0.136852 -6.554813 0.879646 -0.01 -0.01 0.01
C -0.023628 -5.672010 1.934641 -0.03 0.01 0.07
C 0.261820 -4.330392 1.766140 0.10 0.06 -0.04
H 1.438227 -1.869292 2.698920 0.03 -0.05 -0.16
H 2.830736 -2.581727 1.884651 -0.18 0.13 0.00
H 3.524342 -0.349450 1.054415 0.00 0.05 0.06
H 3.221408 -0.224761 2.788863 -0.06 0.04 -0.20
H 3.463667 0.513944 -0.771620 0.03 -0.05 0.02
H 4.433270 2.088753 -2.365587 0.02 -0.04 -0.09
H 3.697065 4.439299 -2.407851 0.08 0.10 -0.11
H 2.003037 5.234310 -0.800715 -0.03 0.13 0.00
H 1.128736 3.696856 0.917970 -0.03 0.10 0.04
H 0.290664 1.825077 4.239875 -0.09 -0.05 0.01
H 1.199245 3.164804 6.039082 -0.02 -0.03 0.10
H 3.513531 4.012181 5.918678 0.06 0.11 0.12
H 4.869338 3.568237 3.882369 0.10 0.08 0.07
H 3.928587 2.339412 2.030867 0.06 -0.01 -0.10
H 0.668863 -2.051583 -2.535662 0.02 0.00 -0.03
H 2.123851 -2.571102 -4.421201 -0.04 0.02 -0.14
H 4.560611 -2.822004 -4.078108 0.09 0.01 -0.09
H 5.493901 -2.574785 -1.811700 0.16 -0.05 0.05
H 4.043600 -2.249485 0.105345 0.01 -0.01 0.08
H 1.253968 -4.413064 -1.470583 0.00 -0.02 -0.06
H 0.778105 -6.786756 -1.146936 -0.02 -0.06 -0.11
H -0.102325 -7.596502 1.013495 0.02 -0.17 0.01
H -0.377243 -6.025943 2.890598 0.00 -0.06 0.11
H 0.147689 -3.662693 2.608494 -0.02 0.02 0.03
I 1.888986 0.886562 -4.203731 -0.33 0.39 0.11
C 0.731582 2.150997 -2.998003 0.16 -1.31 0.63
C 0.421803 3.434088 -3.432607 -0.41 0.72 0.00
C -0.447978 4.241934 -2.735456 0.18 0.29 -0.48
I -0.865939 6.169398 -3.474965 0.14 -0.43 0.14
C -1.085056 3.760446 -1.567388 0.02 -0.45 0.22
C -2.106420 4.425680 -0.867526 -0.01 -0.21 0.13
C -2.734043 3.788354 0.173476 0.17 0.11 -0.10
C -2.319782 2.510497 0.544740 0.02 0.00 0.08
N -1.318503 1.868988 -0.040930 -0.24 0.13 0.21
C -0.716161 2.469978 -1.097428 0.12 0.26 -0.68
C 0.219706 1.646132 -1.799683 -0.51 2.28 -1.22
O 0.437270 0.458686 -1.344957 -0.36 -1.98 2.43
H 0.860238 3.785332 -4.352830 0.04 0.08 -0.10
H -2.418566 5.412127 -1.168492 0.01 0.15 -0.07
H -3.531324 4.267468 0.716710 -0.14 0.00 0.03
H -2.827782 2.011320 1.357920 -0.02 -0.05 -0.09
C -3.661378 -0.504716 -0.860432 -0.24 0.12 0.30
N -4.626258 -0.920708 -1.848373 -0.56 0.07 0.17
C -4.405416 -2.322808 -2.189380 0.01 0.01 0.08
N -3.062989 -2.500293 -2.725169 0.08 -0.65 -0.18
C -2.095436 -2.096395 -1.741636 0.16 -0.25 0.04
N -2.251870 -0.667078 -1.326521 0.37 -0.11 0.53
C -2.165484 0.123994 -2.593894 0.26 0.37 -0.30
N -3.123823 -0.282101 -3.583483 0.02 0.28 -0.47
C -4.470966 -0.119524 -3.054831 0.07 0.08 0.00
C -2.912350 -1.684643 -3.920612 0.03 0.11 0.03
H -3.814650 -1.105935 0.038114 0.10 0.11 -0.03
H -3.832674 0.554457 -0.630757 0.10 -0.15 0.02
H -5.139658 -2.632425 -2.934720 0.03 -0.01 0.07
H -4.520538 -2.938130 -1.293818 -0.04 0.00 -0.03
H -1.095240 -2.219151 -2.163047 -0.15 0.03 0.13
H -2.195964 -2.733917 -0.864060 0.09 0.07 -0.03
H -1.164769 0.002378 -3.016005 -0.10 -0.02 0.11
H -2.342169 1.181236 -2.366754 0.04 -0.21 0.02
H -5.188107 -0.440186 -3.811091 -0.05 0.03 0.08
H -4.644353 0.934353 -2.819933 -0.02 -0.04 -0.02
H -1.903668 -1.809928 -4.324039 -0.06 -0.02 -0.03
H -3.643614 -1.985854 -4.671349 0.06 -0.04 0.01

59
Properties=species:S:1:pos:R:3:forces:R:3 method="wB97M-V/def2-TZVPD" total_charge=+1 e_above_lowest_kcal_mol=9.1 s2=6.02 spin_multiplicity=5 e_lumo_ev="-2.7 / -4.9"
Rh -0.285079 -0.118472 0.408111 -0.11 -0.05 -0.02
F 6.077414 -1.234336 0.904887 -0.01 0.01 0.00
C 4.842197 -1.345535 0.440032 0.02 -0.03 0.01
C 4.374009 -0.442764 -0.500580 0.00 0.01 -0.01
F 5.161437 0.545230 -0.934700 0.00 -0.02 0.01
C 3.085688 -0.567317 -0.975551 -0.02 -0.01 -0.02
F 2.658834 0.329528 -1.884418 -0.01 0.03 0.02
C 2.226975 -1.568161 -0.538431 0.04 0.00 0.00
S 0.565049 -1.659856 -1.104851 0.03 0.02 -0.07
C 2.728013 -2.474366 0.393677 -0.02 0.00 0.00
F 1.963071 -3.461264 0.835738 0.00 0.01 0.00
C 4.017606 -2.366824 0.885587 0.03 0.00 0.01
F 4.470496 -3.234240 1.780106 -0.01 0.01 -0.02
C -0.260645 5.096958 -1.982431 0.00 0.01 -0.02
C -0.695534 4.545236 -0.629926 0.02 0.03 0.01
C 0.480095 4.156422 0.261441 -0.02 -0.08 0.03
S 1.317953 2.684706 -0.394297 -0.01 -0.01 0.03
O 0.993986 1.581887 0.631044 0.10 0.05 -0.09
C 3.074109 3.045615 -0.132209 -0.01 0.06 -0.01
C 3.599335 2.688112 1.252102 -0.02 -0.03 0.00
C 3.063190 3.546112 2.388784 -0.01 0.03 0.01
H -1.122975 5.394305 -2.579414 0.01 -0.01 0.01
H 0.306019 4.361512 -2.560440 0.00 0.00 0.02
H 0.374139 5.977137 -1.862209 -0.02 -0.01 0.01
H -1.360752 3.684507 -0.748964 0.01 0.00 0.00
H -1.277661 5.298560 -0.094810 0.00 -0.01 0.00
H 0.163282 3.855000 1.259975 -0.01 0.02 0.02
H 1.201492 4.968117 0.355255 0.02 -0.01 -0.04
H 3.186546 4.106866 -0.369182 0.03 -0.03 0.01
H 3.587890 2.472963 -0.903742 -0.01 0.00 0.00
H 4.686430 2.774412 1.191205 0.00 0.02 0.00
H 3.384879 1.635380 1.447091 0.00 0.01 0.01
H 3.192255 4.611776 2.184485 0.01 -0.02 0.00
H 3.593855 3.323308 3.313505 0.00 0.00 -0.01
H 2.006062 3.352734 2.572351 0.00 0.00 -0.01
C -2.770533 1.269223 -4.352503 0.00 -0.02 0.03
N -1.842363 0.454296 -3.520564 -0.01 0.01 0.03
C -0.641345 1.250294 -3.130171 -0.05 -0.01 -0.01
C -2.533710 -0.203455 -2.324735 0.05 0.01 0.00
C -2.907830 0.753033 -1.230606 0.03 0.00 0.01
C -4.111170 1.452755 -1.327712 -0.01 0.00 -0.02
C -4.509937 2.321208 -0.323580 -0.01 0.01 0.00
C -3.712384 2.477143 0.800459 -0.02 0.01 0.00
C -2.524476 1.766325 0.908230 0.02 -0.01 0.00
C -2.092493 0.896895 -0.097851 -0.06 0.01 0.02
H -2.236820 1.613956 -5.234246 0.00 0.00 -0.01
H -3.103181 2.118329 -3.762474 -0.01 0.00 0.01
H -3.620607 0.657089 -4.643202 0.00 0.01 0.00
H -1.516141 -0.320856 -4.097360 0.02 -0.01 -0.01
H -0.974077 2.071419 -2.501214 0.00 0.01 0.01
H -0.170927 1.631695 -4.033397 0.00 -0.01 -0.01
H 0.042281 0.607801 -2.580604 0.02 0.00 0.00
H -1.828766 -0.946738 -1.963087 0.00 -0.01 0.01
H -3.402824 -0.714284 -2.737069 -0.02 0.02 -0.03
H -4.765158 1.295713 -2.179527 0.01 -0.01 0.01
H -5.450032 2.850800 -0.406765 0.01 -0.01 0.00
H -4.028588 3.131865 1.603000 0.01 0.00 -0.01
H -1.931360 1.881333 1.809992 -0.01 -0.01 0.01
Cl -0.391220 -1.306988 2.344570 -0.04 0.03 0.06

21
Properties=species:S:1:pos:R:3:forces:R:3 method="wB97M-V/def2-TZVPD" smiles="C=CCC.O.O.O" e_above_lowest_kcal_mol=23.5 spin_multiplicity=1 e_lumo_ev=0.7
C 2.381218 -0.815340 0.235075 -0.32 -0.70 0.71
C 0.999802 -0.621980 0.899699 1.35 0.32 0.09
C 0.519890 0.782547 0.750779 -0.19 0.24 1.87
C 0.181680 1.618801 1.763551 -0.01 0.49 -2.22
H 2.264131 -0.658677 -0.834451 0.46 0.38 0.07
H 2.782931 -1.821163 0.402675 -0.50 -0.18 -0.18
H 3.112397 -0.226922 0.753686 0.46 0.94 -0.32
H 0.387459 -1.281944 0.352584 -1.30 -0.74 -0.48
H 1.019959 -0.932334 1.937231 -0.03 -0.04 0.30
H 0.476080 1.105185 -0.266046 -0.15 0.43 -0.57
H -0.140245 2.641109 1.479074 0.21 -0.68 0.35
H 0.239923 1.421528 2.814000 0.06 -0.45 0.35
H -1.701866 0.308254 0.881941 -1.38 -1.32 -0.47
H -2.599865 -0.674711 1.617895 -0.26 -0.13 -0.38
O -2.452834 -0.366160 0.711185 1.70 1.55 0.86
H -0.515507 -0.143407 -2.565595 0.30 0.29 0.32
H 0.568515 -1.165027 -2.751764 0.32 -0.53 -0.18
O 0.442112 -0.284615 -2.412561 -0.70 0.27 -0.10
H -3.140169 0.341251 -2.561096 0.74 0.19 0.32
H -2.525101 0.250924 -1.117406 0.57 0.53 -2.37
O -2.300510 0.522681 -2.090458 -1.36 -0.86 2.02

44
Properties=species:S:1:pos:R:3:forces:R:3 method="wB97M-V/def2-TZVPD" total_charge=+1 s2=2.05 spin_multiplicity=3 e_lumo_ev="-3.5 / -4.3"
W -1.602695 -0.467384 0.840139 1.46 1.08 -1.03
Cl -2.826188 -2.066818 2.262020 -0.44 -0.56 0.53
C -4.411359 -1.266245 1.996320 0.17 0.12 -0.09
Cl -4.093538 -0.033352 0.742666 -0.33 -0.04 0.08
H -4.695860 -0.771782 2.910132 0.03 0.14 0.17
H -5.120724 -1.989790 1.623173 -0.05 -0.10 -0.10
C -3.032174 0.751606 -2.369207 0.04 0.02 -0.13
C -1.777179 -0.092664 -2.255243 0.11 -0.14 0.20
C -1.262850 -0.494036 -3.628494 0.02 0.05 -0.01
C -1.570027 -1.048070 -1.147425 -0.52 -0.21 0.30
C -0.703758 0.428707 -1.246675 0.16 0.55 -0.10
C 0.713083 0.320860 -1.570784 -0.12 -0.27 -0.05
C 1.633815 1.027565 -0.898016 0.16 0.19 0.19
C 1.251058 1.930722 0.156872 0.26 -0.03 -0.17
C -0.048322 2.152585 0.421843 -0.20 0.02 -0.02
C -1.113145 1.430006 -0.247791 0.08 -0.24 0.22
H -3.768807 0.202017 -2.957457 0.00 0.03 0.03
H -2.815352 1.688667 -2.891111 -0.01 -0.10 0.03
H -3.493850 0.997602 -1.419475 0.01 0.03 -0.02
H -2.090212 -0.897353 -4.214481 0.03 0.01 0.01
H -0.491119 -1.262949 -3.579906 -0.04 0.06 0.00
H -0.861763 0.370382 -4.165533 -0.05 -0.07 0.03
H -0.950857 -1.885741 -1.456360 0.18 -0.08 0.01
H 1.016196 -0.348968 -2.365771 -0.06 0.07 0.01
H 2.680132 0.937177 -1.168092 -0.04 0.01 0.05
H 2.011075 2.492565 0.686691 -0.02 -0.05 -0.06
H -0.329986 2.915037 1.134163 -0.05 -0.04 0.07
H -2.014593 2.002904 -0.413116 -0.14 0.00 -0.06
O -3.027424 0.688820 3.390896 0.44 0.05 0.00
C -1.826229 0.931519 3.490861 -0.12 -0.20 -0.44
O -0.916445 0.573851 2.627768 -1.04 -0.24 0.22
H -1.467285 1.495157 4.357836 0.25 0.04 0.04
Br 2.289240 0.476575 3.312717 -0.12 -0.08 0.05
C 3.251810 -0.315498 1.915170 0.04 -0.08 -0.12
C 4.571137 0.081078 1.725549 0.08 -0.03 -0.05
C 5.336722 -0.483669 0.715790 0.02 0.07 0.03
C 4.796976 -1.455149 -0.113826 0.12 -0.07 -0.10
C 3.481213 -1.851557 0.056091 0.02 -0.09 -0.10
C 2.721997 -1.276545 1.061775 -0.18 0.20 0.01
I 0.756215 -2.033412 1.195563 -0.01 -0.11 0.25
H 4.991234 0.827860 2.387935 -0.01 -0.05 -0.06
H 6.363153 -0.163697 0.580955 -0.07 -0.02 0.03
H 5.397567 -1.911228 -0.894377 -0.08 0.07 0.09
H 3.049119 -2.607355 -0.589783 0.04 0.08 0.04

Across the entries above, DFT total energy takes the values -194682.098 -76532.150 -10516.912 -128073.337 eV, respectively.